(1)
Computed, not measured: a 5-piece molecular cluster, C15H22O15 overall at a distorted geometry, with wB97M-V/def2-TZVPD.

Computed properties:
Kohn-Sham gap: 0.4067 hartree
LUMO level: 0.00891 Eh
structure (SMILES): COC(=O)OC.O=C1OCCO1.O=C1OCCO1.O=C1OCCO1.O=C1OCCO1
energy above the lowest of the compared OMol25 structures with the same formula, charge and spin: 10.5 kcal/mol

```
! wB97M-V def2-TZVPD RIJCOSX def2/J DEFGRID3
* xyz 0 1
O 4.750 -0.605 2.410
H 0.768 1.310 -2.063
C 1.597 7.101 -0.827
O -1.299 1.397 2.189
H -1.643 -4.477 -1.191
C 2.710 -0.918 3.494
O -2.375 -0.349 1.299
C -4.174 -3.569 -2.897
C 0.929 4.954 -1.436
O 4.276 1.427 1.591
H -2.097 -2.039 0.229
H -1.053 -2.613 2.976
C -2.591 -5.165 -3.054
O -3.334 -3.385 -1.845
O 1.398 -1.254 -1.054
C 0.348 0.787 -1.206
H 1.832 -1.511 3.234
O 2.058 4.621 -1.657
H -3.128 -2.219 1.696
H 1.170 -0.165 0.622
H 3.813 -2.450 2.365
H -1.775 -4.724 -3.631
O -3.861 -4.720 -3.548
O -0.490 -0.692 2.430
C 0.138 -1.452 -1.497
C -1.347 4.347 -0.955
C -2.227 -1.783 1.279
C 3.996 -1.648 3.070
H 2.365 0.557 -0.459
C 3.950 0.466 2.197
C -2.615 -4.610 -1.654
H -3.199 -5.231 -0.961
H -0.261 1.459 -0.609
H -2.011 4.936 -1.585
H -1.210 4.880 -0.014
O -0.113 4.155 -1.640
H -1.754 3.369 -0.718
H 1.203 7.961 -0.292
O 0.547 6.157 -0.986
H 4.567 -1.938 3.948
O -5.051 -2.829 -3.197
H 2.602 -0.678 4.551
C -1.391 0.229 2.002
C -0.928 -2.004 2.085
H 1.971 7.435 -1.793
C 1.407 0.042 -0.423
H -0.198 -2.473 1.422
H 2.408 6.680 -0.234
O -0.340 -2.524 -1.713
O -0.533 -0.294 -1.593
O 2.730 0.297 2.748
H -2.541 -6.249 -3.106
*
```

=====

(2)
Computed, not measured: C27H37MnN7O2S2 as an isolated structure at a distorted geometry, with wB97M-V/def2-TZVPD.

Computed properties:
Kohn-Sham gap (alpha / beta): 0.3161 / 0.3236 hartree
<S²>: 0.802
LUMO level (alpha / beta): -0.18452 / -0.17695 Eh

```
! wB97M-V def2-TZVPD RIJCOSX def2/J DEFGRID3
* xyz 2 2
O 0.394 -0.813 -2.183
H 4.257 -0.385 0.714
H 5.774 0.471 1.006
N 2.828 2.488 -1.450
Mn 0.069 0.242 -0.265
H 1.585 -3.340 -0.534
N -0.533 1.020 1.927
C -2.454 -1.749 -4.690
C 0.002 -4.738 -1.037
H 4.713 3.643 -0.285
H -3.352 -6.387 1.936
H 6.142 2.596 -0.170
H 4.778 2.241 -2.181
H -0.104 -3.814 -4.043
C -4.149 -4.527 1.225
C -3.832 -1.619 -4.747
H -1.021 -5.583 1.969
H -4.356 -1.879 -5.651
C -3.488 3.127 -0.825
H 1.079 1.769 -2.411
H 1.440 3.506 -2.598
H -3.643 3.706 1.195
H 0.604 -5.425 -1.639
H -0.990 -2.859 -1.358
C 4.689 0.561 1.041
H -0.738 -5.344 -0.513
C -1.453 1.978 1.902
H 3.510 2.235 -3.409
C -0.071 0.970 3.201
C 5.153 2.804 0.240
C 3.837 2.696 -2.474
C -0.717 1.905 3.963
H -1.642 -4.179 -2.321
N -1.789 1.726 -0.471
H 1.544 -4.794 0.479
C -1.545 -3.633 1.251
H -4.652 -2.568 0.520
H -1.896 -2.114 -5.539
C -3.132 -5.377 1.632
C -2.555 -2.771 0.870
N -3.167 3.154 0.498
H -4.401 -0.404 -1.634
C -1.820 -4.931 1.650
C -2.484 -0.912 -2.432
C -0.718 -3.736 -1.949
H -2.582 1.940 -2.441
H 2.319 0.529 0.987
C -4.533 -1.145 -3.645
N 4.305 1.632 0.146
H 1.212 -3.446 -2.916
N -1.592 2.534 3.131
H 4.401 0.754 2.080
H 5.275 3.076 1.291
H 0.694 0.280 3.494
C -2.137 2.298 0.685
C -2.630 2.240 -1.413
H -5.606 -1.044 -3.696
C -1.794 -1.394 -3.526
C 0.929 -4.061 -0.042
C 1.466 2.670 -1.902
H -4.261 3.740 -1.237
H 3.994 3.761 -2.652
H 0.824 2.902 -1.044
C 3.050 1.675 -0.384
C 0.151 -3.294 -3.121
H -2.311 -1.748 0.608
H -2.205 3.285 3.400
N 2.056 0.980 0.110
H -0.623 2.161 5.000
C -3.861 -0.794 -2.486
S 0.162 -3.032 1.306
H -1.934 -0.601 -1.539
S 0.017 -1.481 -3.477
C -3.861 -3.227 0.840
O 0.096 -1.652 0.707
H -5.171 -4.877 1.223
*
```

=====

(3)
Computed, not measured: a 2-piece molecular cluster, C4H8NO4 overall at a distorted geometry, with wB97M-V/def2-TZVPD.

Computed properties:
Kohn-Sham gap (alpha / beta): 0.3863 / 0.2089 hartree
<S²>: 0.757
LUMO level (alpha / beta): 0.01564 / -0.16041 Eh
energy above the lowest of the compared OMol25 structures with the same formula, charge and spin: 14.8 kcal/mol

```
! wB97M-V def2-TZVPD RIJCOSX def2/J DEFGRID3
* xyz 0 2
H -2.847 0.873 -0.007
H 0.387 1.815 -1.224
C 0.330 -0.369 -0.799
O 1.329 0.779 -2.649
H -0.737 -0.294 -0.562
H 1.191 -1.571 -2.235
H 1.456 0.663 0.729
H 0.455 -2.460 -1.033
O 0.074 -1.499 2.457
N 0.443 -1.590 -1.560
H -1.766 1.574 0.698
H 1.789 -1.064 0.658
O -0.788 0.509 1.939
C 0.703 0.841 -1.631
O -2.398 1.723 -0.044
C 1.006 -0.312 0.558
C 0.001 -0.466 1.826
*
```

=====

We obtain energy values of -46624.2808 -96102.0633 -13955.0649 eV for the records listed above, in that order.